Formula: C38H45F7N6O4
Source: the OMol25 dataset
Level of theory: the ωB97M-V functional and the def2-TZVPD basis

Last column: Mulliken charge in e.
Geometry (Å):
F  5.4127  0.9184  0.1247  -0.320
F  5.4427  3.1007  -0.0254  -0.343
F  1.8397  -0.2357  4.7039  -0.306
F  5.6995  1.5394  -2.3847  -0.303
F  1.0511  -3.2472  6.2251  -0.240
F  3.6516  0.8327  -2.0367  -0.236
F  -0.3372  -1.5562  6.1046  -0.234
O  3.8994  0.8622  2.3635  -0.578
O  -5.7113  -5.2709  -4.0321  -0.294
O  0.4379  3.8736  0.8787  -0.552
O  -1.5946  2.0811  0.7589  -0.507
N  -3.9144  1.4193  1.1143  -0.523
N  6.2914  7.9809  1.0109  -0.429
N  11.1464  5.4254  3.3387  -0.354
N  -7.3718  -2.6052  0.1811  -0.387
N  2.4257  5.4617  -2.3928  -0.400
N  -7.3491  2.9097  1.3305  -0.423
C  -6.9211  -5.6306  -3.3983  -0.770
C  -3.0718  -4.3078  -4.0353  -0.473
C  -0.0770  -4.2214  -2.5577  -0.849
C  5.6861  7.0440  1.2716  0.222
C  -0.9018  -3.1417  -3.2465  -0.366
C  4.5344  1.8459  -1.8064  0.268
C  -0.5195  -2.4670  2.2762  -1.560
C  2.4308  -1.6821  2.3468  -1.317
C  1.6556  0.5967  1.5653  1.244
C  0.7992  -2.0694  5.6778  0.359
C  -6.9438  3.2776  2.3357  0.392
C  9.5333  7.2485  2.4178  -0.476
C  3.3534  2.0483  0.3982  0.433
C  -2.8334  1.7714  0.9512  0.607
C  4.9150  5.8522  1.6001  -0.278
C  -0.6530  1.1293  1.1883  0.395
C  -0.1106  -3.5072  1.2197  -1.191
C  -6.9098  -0.2386  1.1570  -0.392
C  0.6765  1.5148  1.1721  1.190
C  -4.2042  -3.5853  -4.7506  -0.773
C  2.4073  2.9083  0.0297  0.119
C  -0.4913  -3.1636  -0.2222  0.084
C  4.7000  1.9925  -0.2795  0.372
C  2.2815  -2.4046  3.7072  -1.008
C  2.1817  4.7904  -3.2894  0.426
C  1.8541  3.9463  -4.4322  -0.862
C  -7.1733  -1.5615  0.6090  0.215
C  -0.0209  -1.0737  1.9489  0.968
C  -0.9960  -0.1491  1.5704  -1.128
C  -5.5529  -3.8697  -4.1139  -0.665
C  -1.6814  -3.7591  -4.4319  -1.034
C  1.0950  2.8771  0.7223  -0.775
C  1.6041  -1.5611  4.7417  0.495
C  -6.4170  3.7501  3.6085  -0.792
C  1.3378  -0.7111  1.9666  -0.098
C  10.4372  6.2276  2.9328  0.276
C  3.0644  1.1137  1.5352  -0.341
C  0.5087  -3.8142  -1.2022  -1.044
H  -1.6079  -2.4255  2.2916  0.516
H  -0.2751  -2.3425  -3.6472  0.397
H  -6.3697  -3.4371  -4.7023  0.453
H  -0.2103  -2.7775  3.2692  0.063
H  1.2664  -3.0548  -1.4235  0.218
H  2.4352  -2.4574  1.5803  0.346
H  -0.7165  -5.0951  -2.4079  0.361
H  5.2371  5.0212  0.9793  -0.092
H  -1.0908  -4.5992  -4.7990  0.402
H  3.8563  6.0386  1.4254  0.320
H  -5.5748  -3.4208  -3.1136  0.351
H  -6.1756  2.9017  4.2458  0.254
H  -5.5153  4.3350  3.4387  0.254
H  -4.2618  -3.9203  -5.7887  0.308
H  1.0380  -4.6408  -0.7292  0.513
H  -4.0460  -2.5051  -4.7768  0.395
H  -0.6306  -4.4323  1.4747  0.562
H  -7.5775  0.4944  0.7122  0.289
H  0.7453  -4.4673  -3.2289  0.344
H  -1.7718  -3.0167  -5.2232  0.471
H  0.7929  3.7056  -4.4194  0.285
H  2.5893  3.5981  -0.7823  0.373
H  -6.8783  -5.4723  -2.3222  0.314
H  2.4288  3.0223  -4.3917  0.265
H  1.7960  -3.3685  3.5968  0.305
H  -7.0666  -0.2522  2.2342  0.260
H  -1.5016  -3.5027  -0.4541  0.459
H  3.4080  -1.2295  2.3225  0.648
H  8.5189  6.8605  2.3700  0.003
H  -3.1169  -5.3601  -4.3006  0.253
H  9.8413  7.5479  1.4184  0.265
H  5.0631  5.5930  2.6470  0.345
H  -7.1577  4.3720  4.1072  0.318
H  4.0997  2.7545  -2.2293  0.167
H  -2.0296  -0.4651  1.5583  0.541
H  -1.6399  -2.6893  -2.5840  0.229
H  -7.7661  -5.0895  -3.8335  0.300
H  2.0901  4.4706  -5.3559  0.338
H  3.2982  -2.6248  4.0463  0.550
H  -0.4541  -2.0922  -0.4147  0.153
H  -7.0913  -6.6888  -3.5891  0.244
H  -3.1941  -4.2272  -2.9529  0.349
H  0.9513  -3.7364  1.2830  0.520
H  -5.8813  0.0508  0.9522  0.082
H  9.5480  8.1196  3.0694  0.262

Computed properties:
- structure (SMILES) = COCCCCCCCCCCc1cc(OC#N)c2c(c1CCC(F)=C(F)F)C(=O)C(C(F)(F)C(F)F)=CC2=O.CC#N.CC#N.CC#N.CC#N.CC#N
- highest occupied orbital energy (eV) = -9.4
- molar mass (u) = 782.8
- E (Eh) = -2803.3704
- max |F| (eV Å⁻¹) = 1.475

Formula: C20H21F3LiN3O5
Source: the OMol25 dataset
Level of theory: the ωB97M-V functional and the def2-TZVPD basis

Last column: Mulliken charge in e.
Geometry (Å):
F  2.9773  0.6135  3.4889  -0.326
F  4.0035  -0.9611  2.7788  -0.324
F  4.5990  0.8558  2.0231  -0.300
O  1.3275  3.0344  -2.8447  -0.916
O  0.8182  1.4088  -1.5735  -0.581
O  2.4181  0.7957  0.1513  -0.643
O  1.1186  -0.2296  1.5734  0.318
O  2.8534  2.1448  -1.6700  -0.828
N  0.5497  -0.6334  -1.1391  0.705
N  -1.3403  1.6756  -2.1541  -0.124
N  -0.3853  0.5623  0.3540  0.825
C  0.7765  -1.3565  2.3440  -0.674
C  -3.3271  -0.2278  -1.9689  -0.358
C  3.5279  0.1427  2.3422  0.508
C  -3.6016  1.1443  -1.8363  -0.494
C  -0.7078  2.2335  2.1365  -1.300
C  2.5019  -0.1838  1.1390  -0.285
C  0.5155  -3.0453  -0.6971  -1.301
C  1.5342  -0.8471  -2.0251  0.598
C  1.3812  -3.2570  -1.8342  -0.948
C  -2.0673  2.2937  1.8888  -0.802
C  -1.7597  0.5405  0.3531  -0.252
C  -1.9909  -0.6235  -2.1639  -0.765
C  -0.7513  -1.0931  2.7250  -0.994
C  0.1184  -1.7634  -0.4299  -0.259
C  0.1076  1.4667  1.2838  0.473
C  1.9965  -2.1004  -2.4125  -0.919
C  -2.6308  1.4738  0.8784  -1.219
C  1.6198  2.2005  -2.0035  0.685
C  -2.6061  2.0771  -1.9107  -0.436
C  -1.0208  0.3367  -2.2415  -0.776
Li  0.7499  0.4709  -0.4733  0.586
H  -1.1309  -0.2421  3.2905  0.375
H  2.7726  -2.0541  -3.1621  0.462
H  -1.2742  -1.0541  1.7694  0.539
H  1.2875  -1.4550  3.3017  0.412
H  -4.5854  1.5036  -1.5728  0.556
H  2.6288  -1.1345  0.6211  0.361
H  -3.6549  1.5283  0.5398  0.477
H  -2.7041  2.8523  2.5588  0.306
H  0.6801  -2.3494  1.9049  0.177
H  -4.1373  -0.9256  -1.8173  0.336
H  -1.2078  -1.9412  3.2354  0.403
H  -2.0163  -0.2398  -0.3481  0.797
H  1.6292  -4.2637  -2.1365  0.388
H  0.1247  -3.8854  -0.1422  0.464
H  1.1627  1.6323  1.4442  0.223
H  2.1025  0.0336  -2.2854  0.001
H  -0.0004  0.0780  -2.4831  1.413
H  -1.6236  -1.6267  -2.3226  0.553
H  -2.8183  3.1352  -1.9546  0.354
H  -0.2580  2.8190  2.9248  0.474
H  -0.2823  -1.5603  0.5523  0.054

Computed properties:
- total charge = -2
- relative energy (zero: lowest compared OMol25 entry of this formula, charge and spin) (kcal/mol) = 364.61
- highest occupied orbital energy (eV) = 2.0
- molar mass (u) = 447.3
- E (Eh) = -1621.6849
- max |F| (eV Å⁻¹) = 19.528